(a)
C4H9NOS in the gas phase, computed with ωB97M-V/def2-TZVPD.

Properties
* SMILES: CN=S(=O)=C(C)C
* LUMO energy (spin up / spin down): -0.89 / -0.87 eV
* M: 119.19 g/mol
* orbital gap (spin up / spin down): 7.43 / 7.43 eV

Positions of all 16 atoms, in Å:
C (-1.73004, -2.02688, -0.04020)
N (-2.34630, -0.76887, 0.17915)
S (-1.65938, 0.56255, -0.17992)
O (-2.44403, 1.66573, 0.27869)
C (-0.01842, 0.95363, 0.13555)
C (0.47375, 2.29466, -0.20121)
C (1.07068, 0.00176, -0.04440)
H (-1.61243, -2.53952, 0.94771)
H (-2.50875, -2.77511, -0.42319)
H (-0.76391, -2.13965, -0.49541)
H (-0.15410, 3.04720, 0.24762)
H (0.64392, 2.38445, -1.24762)
H (1.44317, 2.33760, 0.21814)
H (0.70926, -0.94886, 0.03634)
H (1.68338, 0.05924, 0.91424)
H (1.74187, 0.09372, -1.00892)



(b)
A molecular structure, C4H9NOS, computed with ωB97M-V/def2-TZVPD.

Properties
* LUMO energy: 0.75 eV
* M: 119.19 g/mol
* orbital gap: 9.58 eV

Positions of all 16 atoms, in Å:
C (0.55481, 0.29202, -0.67568)
C (0.80164, -0.79476, -1.62151)
C (-0.80636, 0.84241, -0.51327)
C (0.25115, -0.00008, 2.05259)
N (1.18234, -0.23870, 1.01651)
O (3.19708, 0.67301, -0.35358)
S (1.93916, 1.05382, 0.28444)
H (1.92178, -1.15201, -1.75233)
H (0.53881, -0.41522, -2.62110)
H (0.22038, -1.73178, -1.39913)
H (-0.96239, 1.42216, 0.36683)
H (-1.61334, 0.12225, -0.43178)
H (-1.23273, 1.56114, -1.31072)
H (0.64686, -0.40660, 2.90049)
H (-0.35069, 0.95732, 1.98083)
H (-0.65164, -0.69071, 1.86366)



(c)
C4H9NOS in the gas phase, computed with ωB97M-V/def2-TZVPD.

Properties
* SMILES: CC(=O)NCCS
* LUMO energy: 0.74 eV
* M: 119.19 g/mol
* orbital gap: 9.72 eV

Positions of all 16 atoms, in Å:
C (-2.27030, -0.76867, 1.38868)
C (-1.25168, -0.44771, 0.32934)
O (-1.55553, -0.18564, -0.81128)
N (0.03362, -0.27187, 0.81254)
C (1.16903, -0.27824, -0.12791)
C (1.20448, 0.94369, -1.02573)
S (2.71874, 0.87307, -2.07738)
H (-3.11705, -1.27860, 0.95358)
H (-2.58667, 0.16175, 1.85362)
H (-1.87211, -1.34149, 2.23230)
H (0.24687, -0.90461, 1.57148)
H (1.21367, -1.18763, -0.73642)
H (2.05508, -0.22488, 0.50444)
H (0.34209, 0.95845, -1.68962)
H (1.20604, 1.90306, -0.51767)
H (2.46372, 2.04933, -2.65997)



(c) ends up most stable, edging out the next structure by 87.6 kcal/mol.



(a)
C4H9NOS in the gas phase, computed with ωB97M-V/def2-TZVPD.

Properties
* SMILES: CN[C@H](C=O)CS
* LUMO energy: 0.57 eV
* M: 119.19 g/mol
* orbital gap: 9.94 eV

Positions of all 16 atoms, in Å:
C (0.65202, 2.62709, -0.69582)
N (-0.31420, 1.87276, 0.04659)
C (-0.04186, 0.34206, -0.10103)
C (-1.17339, -0.49997, -0.78053)
O (-2.33069, -0.33890, -0.87416)
C (0.45967, -0.22044, 1.23166)
S (1.02072, -1.93407, 0.57163)
H (0.45082, 2.72846, -1.83139)
H (0.79601, 3.62217, -0.26773)
H (1.55955, 2.07611, -0.78289)
H (-1.24749, 1.91409, -0.42130)
H (0.89073, 0.14233, -0.68061)
H (-0.74746, -1.45092, -1.13735)
H (1.41375, 0.29193, 1.68717)
H (-0.21391, -0.42960, 2.03456)
H (2.23280, -1.84000, 0.99494)



(b)
C4H9NOS in the gas phase, computed with ωB97M-V/def2-TZVPD.

Properties
* SMILES: N[C@H](C=O)CCS
* LUMO energy: 0.70 eV
* M: 119.19 g/mol
* orbital gap: 10.07 eV

Positions of all 16 atoms, in Å:
N (1.96203, 0.12066, -0.88756)
C (0.78783, 0.27191, 0.00445)
C (1.23437, 0.26628, 1.46743)
O (2.13242, 0.97933, 1.82463)
C (-0.22544, -0.83243, -0.33393)
C (-1.65941, -0.37771, -0.52773)
S (-2.36059, 0.05341, 1.09708)
H (1.61175, 0.41775, -1.80149)
H (2.62632, 0.87223, -0.70940)
H (0.30680, 1.25855, -0.11316)
H (0.71950, -0.44673, 2.13082)
H (-0.15099, -1.58922, 0.46157)
H (0.10778, -1.36487, -1.22446)
H (-1.70851, 0.46445, -1.21936)
H (-2.24777, -1.18993, -0.94920)
H (-3.13608, 1.09630, 0.78030)



(b) ends up most stable, edging out the next structure by 34.9 kcal/mol.



(a)
2 unconnected molecules or ions with the total composition C3H10OS2, computed with ωB97M-V/def2-TZVPD.

Properties
* SMILES: CCCSS.O
* LUMO energy: 0.45 eV
* M: 126.25 g/mol
* orbital gap: 9.22 eV

Positions of all 16 atoms, in Å:
C (2.02047, 0.27891, 0.95548)
C (0.95412, 0.78168, -0.01504)
C (0.38716, -0.46817, -0.68920)
S (-0.72600, -0.15381, -2.14225)
S (-1.84093, -1.71682, -2.60574)
H (2.90575, -0.00861, 0.36668)
H (2.51108, 1.03830, 1.56970)
H (1.69205, -0.54130, 1.58800)
H (1.37998, 1.50302, -0.70890)
H (0.13804, 1.24193, 0.55520)
H (-0.12753, -1.06389, 0.06456)
H (1.24688, -1.01904, -1.07213)
H (-2.71797, -2.06192, -1.63562)
O (-2.79646, 0.83674, 1.56730)
H (-2.94090, 0.05974, 1.05184)
H (-2.08572, 1.29323, 1.15011)



(b)
2 unconnected molecules or ions with the total composition C3H10OS2, computed with ωB97M-V/def2-TZVPD.

Properties
* SMILES: CCO.CSS
* LUMO energy: 0.36 eV
* M: 126.25 g/mol
* orbital gap: 9.10 eV

Positions of all 16 atoms, in Å:
C (0.13762, 2.60761, 1.92303)
C (1.54744, 2.50068, 1.36408)
O (1.61716, 1.76804, 0.13873)
H (-0.56978, 2.61323, 1.09693)
H (0.01600, 3.58498, 2.37480)
H (-0.13062, 1.78209, 2.58126)
H (1.91866, 3.47707, 1.11993)
H (2.20487, 2.02995, 2.08809)
H (1.57432, 0.82088, 0.35547)
C (-0.01217, -2.41913, -1.80034)
S (0.14322, -1.34760, -0.35618)
S (-1.88249, -0.78008, -0.26734)
H (-0.71669, -3.22346, -1.63308)
H (-0.35658, -1.81550, -2.63114)
H (0.97594, -2.79785, -2.05296)
H (-1.61654, 0.53162, -0.20826)



(c)
3 unconnected molecules or ions with the total composition C3H10OS2, computed with ωB97M-V/def2-TZVPD.

Properties
* LUMO energy: -3.73 eV
* M: 126.25 g/mol
* orbital gap: 4.90 eV

Positions of all 16 atoms, in Å:
C (-0.74600, 0.78840, -1.81787)
C (0.50769, 1.15164, -1.05770)
S (0.29028, 1.61166, 0.60044)
S (0.34898, -1.90241, -1.18127)
C (0.82529, -1.69861, 0.51742)
H (-1.43622, 1.63527, -1.74630)
H (-0.74664, 0.37021, -2.81663)
H (-1.18285, 0.03832, -1.14124)
H (0.97322, 2.06510, -1.46111)
H (1.24591, 0.30796, -1.06133)
H (0.55102, -2.61726, 1.04916)
H (0.17221, -0.89751, 0.93307)
H (1.86281, -1.45027, 0.71934)
H (-1.10243, 0.37968, 3.56858)
H (-0.52340, 0.37929, 2.13158)
O (-1.03987, -0.16148, 2.76387)



(a) ends up most stable, edging out the next structure by 1.9 kcal/mol.



(a)
2 unconnected molecules or ions with the total composition C3H10OS2, computed with ωB97M-V/def2-TZVPD.

Properties
* SMILES: CCO.CSS
* LUMO energy: 0.65 eV
* M: 126.25 g/mol
* orbital gap: 9.66 eV

Positions of all 16 atoms, in Å:
C (-0.77803, -0.34586, -1.55776)
C (-1.40748, 0.57758, -2.55698)
O (-2.32297, 1.45934, -1.90098)
H (0.18807, -0.03777, -1.14427)
H (-0.66415, -1.34422, -1.98168)
H (-1.55695, -0.38937, -0.78900)
H (-0.66908, 1.11991, -3.17345)
H (-1.89797, 0.07075, -3.40613)
H (-3.07226, 1.58576, -2.47915)
C (2.25949, 0.13710, 3.49870)
S (0.66100, 0.01454, 2.43751)
S (0.61255, -1.89620, 1.66050)
H (2.93712, -0.39897, 2.84264)
H (2.39179, 1.21834, 3.49638)
H (2.14545, -0.30676, 4.47368)
H (1.17343, -1.46416, 0.58001)



(b)
3 unconnected molecules or ions with the total composition C3H10OS2, computed with ωB97M-V/def2-TZVPD.

Properties
* LUMO energy: -4.37 eV
* M: 126.25 g/mol
* orbital gap: 4.11 eV

Positions of all 16 atoms, in Å:
C (-0.53306, 0.66116, -1.21176)
C (-0.06961, 1.54762, -0.02883)
C (-0.94576, -0.75451, -0.70553)
S (-2.32309, -0.72195, 0.33953)
S (2.32918, -0.99522, -0.61579)
H (-1.44246, 1.08813, -1.62334)
H (0.32416, 0.57516, -1.86983)
H (0.42579, 2.45672, -0.37021)
H (-0.97028, 1.91368, 0.46604)
H (0.60970, 0.97847, 0.59194)
H (-1.06562, -1.46742, -1.52061)
H (-0.15766, -1.13466, 0.04033)
H (1.20610, -1.21185, -1.29766)
H (1.15506, -1.14821, 1.89818)
H (0.84870, -1.09943, 3.37651)
O (0.60885, -0.68770, 2.53102)



(a) ends up most stable, edging out the next structure by 88.6 kcal/mol.